[1]
C43H27BrClN7O4S3V | ωB97M-V with the def2-TZVPD basis set

CARTESIAN COORDINATES (ANGSTROEM)
N  1.528  1.607  -0.188
C  2.286  -3.051  3.602
C  -3.429  1.856  -0.954
H  -5.273  4.312  6.982
H  -4.951  6.522  7.981
H  -3.084  7.977  7.257
C  3.946  -2.671  -0.255
H  4.881  -0.731  -2.116
C  -0.094  1.361  -4.261
N  -2.661  2.894  4.171
H  -1.346  4.515  -1.147
N  2.546  -0.639  -0.473
C  -4.622  2.524  -0.705
C  -3.221  6.998  6.814
H  1.366  -1.821  -2.665
C  -2.352  6.539  5.834
C  3.816  -3.903  1.830
C  -2.528  5.292  5.262
C  -1.227  -2.371  -0.588
C  -0.011  1.238  -2.878
C  3.252  0.315  -1.160
C  -4.272  -0.493  -1.387
C  -3.692  -1.743  -1.299
H  4.378  -2.580  -1.240
S  -1.691  1.040  2.515
C  2.842  -2.995  2.307
C  -4.266  6.183  7.214
V  0.745  -0.173  -0.214
C  -4.359  -3.035  -1.621
N  -3.702  3.193  5.035
S  -4.270  0.904  4.140
O  -0.121  -1.829  -0.324
C  4.421  2.629  -2.275
C  1.412  -2.079  4.007
H  4.882  3.512  -2.701
H  0.349  -0.288  3.390
H  1.125  4.942  0.046
H  3.029  4.931  -1.575
C  0.359  0.319  -5.045
C  1.046  -1.067  3.104
C  4.414  0.226  -1.927
C  1.056  2.816  0.209
H  0.236  2.800  0.919
C  2.639  4.008  -1.163
C  -4.670  2.244  5.164
N  -3.335  0.439  -1.049
C  -2.270  3.963  -1.025
H  -5.534  1.982  -0.527
C  -2.743  1.737  3.597
C  1.570  4.008  -0.273
C  -3.464  4.637  -0.810
H  1.255  -1.627  -5.110
C  -2.359  -1.452  -0.900
C  3.256  2.771  -1.492
C  -4.630  3.910  -0.642
H  -3.479  5.718  -0.746
H  -1.525  7.157  5.509
O  -1.428  -3.600  -0.597
O  -3.672  -4.125  -1.367
C  2.997  -1.753  0.167
H  5.857  1.290  -3.098
N  1.510  -1.008  1.877
C  0.888  -0.826  -4.480
Br  0.263  0.468  -6.955
C  0.494  0.099  -2.235
C  0.941  -0.917  -3.094
Cl  -5.834  -0.121  -1.948
H  0.989  -2.083  5.002
O  -5.477  -3.075  -2.089
C  2.410  -1.941  1.470
C  4.332  -3.738  0.573
H  -1.329  2.040  -1.208
C  2.663  1.602  -0.973
H  2.576  -3.860  4.265
H  5.070  -4.442  0.204
N  -2.165  -0.159  -0.776
S  -6.060  2.229  6.083
H  -2.745  -3.908  -0.985
H  -0.335  2.094  -2.294
C  4.968  1.379  -2.483
C  -4.456  4.928  6.653
C  -2.250  2.584  -1.085
H  -0.501  2.256  -4.716
H  4.149  -4.716  2.464
H  -1.854  4.933  4.503
C  -3.588  4.465  5.662
H  -5.565  4.420  -0.446

net charge = -2
highest occupied orbital energy (alpha / beta) = -0.805 / -2.755 eV
2S+1 = 4
⟨S²⟩ = 3.810
LUMO (alpha / beta) = 3.90 / 3.90 eV
electronic energy = -7512.02699 hartree
energy relative to the best compared isomer or geometry (same formula, charge and spin) = 0.4807 eV

These are the Löwdin partial charges, in e, on atoms 1 to 2: -0.052, -0.021

***

[2]
C43H30I3N4O4P2Se5TeTl | ωB97M-V with the def2-TZVPD basis set

CARTESIAN COORDINATES (ANGSTROEM)
H  -0.167  -4.714  1.661
C  5.077  1.604  -1.553
H  -1.804  3.756  -3.848
H  2.607  1.521  -3.931
C  5.713  0.380  -1.400
H  2.882  4.573  3.646
H  -1.064  -8.834  2.403
O  -2.638  -1.929  -1.202
C  0.776  1.812  -2.837
H  1.963  3.034  -5.757
C  -0.833  3.276  -3.862
C  1.645  2.020  -3.901
C  3.122  1.577  2.098
C  -1.898  -5.499  0.633
H  -4.496  -7.337  -0.578
H  1.733  5.458  -3.224
C  -4.088  -5.295  -1.035
C  -3.843  -6.485  -0.425
C  3.661  5.421  -2.275
C  -7.045  -0.767  1.543
C  2.339  4.295  -0.103
Te  -1.788  -1.535  3.137
C  4.713  1.728  3.889
H  -0.243  4.158  -5.725
I  -8.014  3.441  1.862
C  2.938  0.501  -1.457
C  -6.993  1.612  1.737
C  -2.402  -7.833  1.086
C  -0.470  2.435  -2.824
Se  1.344  -2.075  1.171
C  -0.493  -6.776  2.103
H  -7.577  -1.704  1.442
Se  0.800  -0.937  3.127
H  0.357  -6.833  2.769
H  5.434  5.275  -1.070
H  -1.153  2.253  -2.003
C  -1.306  -7.905  1.900
C  0.330  2.332  0.795
C  -2.723  -6.627  0.429
C  -4.945  -2.149  1.467
P  1.129  0.613  -1.528
O  -5.611  -3.143  1.175
H  6.795  0.331  -1.367
C  -3.208  -4.220  -0.793
H  5.494  1.277  4.490
H  4.177  5.849  -3.126
C  -4.944  0.383  1.677
C  -3.432  -2.886  -1.517
P  1.421  3.662  1.332
H  4.267  4.257  0.846
C  -0.781  -5.589  1.487
C  4.137  1.010  2.852
C  3.695  1.660  -1.593
C  4.265  3.008  4.181
H  4.695  3.559  5.009
C  4.366  5.098  -1.123
C  3.255  3.580  3.425
I  1.318  -3.739  -2.241
H  2.644  0.982  1.332
H  -5.042  2.518  1.831
Tl  -1.187  -2.206  0.423
H  5.649  2.519  -1.644
C  3.580  -0.725  -1.331
H  5.451  -1.744  -1.192
H  -3.861  0.373  1.668
Se  0.102  -1.169  -2.369
H  4.445  -0.007  2.644
C  2.292  5.205  -2.331
Se  0.479  5.315  2.246
N  -0.772  2.261  1.563
N  -0.860  0.564  0.224
N  -1.463  1.203  1.202
C  0.043  3.499  -4.914
N  -2.178  -4.323  0.002
H  -3.040  -8.696  0.933
C  1.280  2.869  -4.933
C  4.964  -0.783  -1.301
O  -3.683  -2.122  1.669
H  3.005  -1.632  -1.245
C  1.632  4.660  -1.243
O  -4.306  -2.843  -2.367
Se  -1.818  -3.593  4.395
C  -7.723  0.438  1.628
I  2.423  -6.394  -2.433
C  0.281  1.224  -0.079
H  -4.925  -5.114  -1.691
H  0.560  4.511  -1.277
C  2.689  2.871  2.370
H  -8.805  0.465  1.604
C  3.710  4.534  -0.041
H  3.209  2.610  -1.751
C  -5.656  -0.807  1.575
C  -5.609  1.599  1.758

net charge = -2
highest occupied orbital energy = -2.238 eV
LUMO = 2.71 eV
electronic energy = -16200.32896 hartree
energy relative to the best compared isomer or geometry (same formula, charge and spin) = 1.1983 eV

These are the Löwdin partial charges, in e, on atoms 1 to 2: 0.057, -0.069

***

[3]
C43H32ClCoO3P2S | ωB97M-V with the def2-TZVPD basis set

CARTESIAN COORDINATES (ANGSTROEM)
C  0.503  -3.729  -3.572
C  0.885  2.063  -1.526
C  1.130  2.225  -4.299
C  4.663  -2.432  0.214
C  -3.502  -4.786  1.162
C  -2.317  -2.703  0.904
H  1.304  -2.805  3.582
C  -2.976  0.826  -0.030
H  -0.653  6.597  1.272
H  1.109  4.211  -1.566
H  3.325  2.913  -0.822
C  0.930  0.996  -3.688
C  0.006  -3.467  -1.236
C  -3.745  -4.484  2.496
H  0.876  0.093  -4.283
H  3.327  -3.845  2.980
H  -4.303  -5.175  3.113
H  1.232  2.288  -5.375
H  -2.185  -1.491  2.687
H  1.346  4.342  -3.998
H  1.000  4.903  0.588
H  -2.607  -4.143  -0.672
C  4.528  -3.298  1.318
H  -3.457  -3.059  4.076
C  -0.009  4.601  0.842
O  -2.943  1.061  2.599
H  5.415  3.559  0.317
P  -1.462  -1.458  -0.106
H  3.713  2.468  4.094
C  -4.007  1.692  -0.378
H  1.615  1.839  2.971
Co  -0.013  -0.119  1.074
H  -5.683  2.000  -1.667
C  -4.766  0.085  -1.999
C  -0.930  5.551  1.258
C  -1.622  2.892  1.255
S  -2.020  1.168  1.453
H  3.798  -0.851  -0.940
C  -2.820  -0.402  -0.666
C  2.324  2.365  1.003
C  -4.888  1.325  -1.380
C  -2.539  3.823  1.725
C  1.073  3.299  -2.149
H  0.682  -0.050  -1.834
C  -0.922  -1.931  -2.840
C  3.624  2.574  3.021
H  -0.402  -2.296  -4.887
H  5.552  -2.505  -0.401
C  -0.363  3.254  0.805
C  -3.744  -0.778  -1.638
C  2.444  2.225  2.386
C  -3.271  -3.297  3.037
O  0.475  -1.236  2.660
H  1.004  -4.261  -4.370
H  5.618  3.328  2.768
C  -2.793  -3.899  0.367
C  0.654  -4.146  -2.255
C  -0.283  -2.624  -3.862
P  0.738  1.915  0.275
C  1.352  -2.107  2.736
H  -5.477  -0.211  -2.760
C  3.435  -3.201  2.115
H  0.130  -3.796  -0.210
C  3.398  2.834  0.256
C  0.807  0.914  -2.307
H  -3.870  -5.712  0.739
C  -2.194  5.164  1.693
C  2.429  -2.242  1.828
C  3.696  -1.513  -0.089
H  -3.478  3.492  2.152
H  -1.501  -1.047  -3.077
H  -2.898  5.906  2.044
C  4.693  3.059  2.274
Cl  5.776  -4.465  1.640
O  1.610  -0.558  0.311
C  1.197  3.379  -3.527
H  1.280  -4.997  -2.021
C  2.524  -1.405  0.695
C  -2.554  -2.410  2.246
H  -4.131  2.637  0.131
C  4.581  3.186  0.898
H  -3.670  -1.753  -2.104
C  -0.803  -2.365  -1.524

net charge = +1
highest occupied orbital energy (alpha / beta) = -10.382 / -10.587 eV
2S+1 = 2
⟨S²⟩ = 0.793
LUMO (alpha / beta) = -2.92 / -2.69 eV
electronic energy = -4807.19819 hartree
energy relative to the best compared isomer or geometry (same formula, charge and spin) = 0.0000 eV

These are the Löwdin partial charges, in e, on atoms 1 to 2: -0.063, -0.319

***

[4]
C43H32F5O2P3PtS3 | ωB97M-V with the def2-TZVPD basis set

CARTESIAN COORDINATES (ANGSTROEM)
C  -2.456  5.752  4.379
H  -3.971  -1.935  -4.067
C  0.095  3.522  -4.490
Pt  -0.281  -0.487  0.782
C  -3.752  -3.127  3.479
P  1.857  -2.020  2.256
H  0.493  -4.359  3.347
F  -3.186  -3.761  4.497
F  -1.648  -2.301  2.750
C  -1.023  5.261  2.516
C  1.029  -1.830  6.220
C  -3.546  -1.730  1.501
C  -1.457  2.882  -2.784
C  -5.732  0.555  -2.592
O  -0.804  0.804  -1.171
S  1.889  0.008  1.960
C  0.549  5.429  -1.576
H  -0.171  -4.942  5.657
H  2.466  5.295  -2.513
H  1.205  -1.141  7.030
F  -5.492  -1.121  0.333
C  1.181  -2.401  3.903
C  5.422  -3.426  3.536
H  5.654  -4.492  0.335
C  -3.385  0.822  -2.211
H  1.825  -0.518  4.720
C  1.776  4.833  -1.825
C  -5.735  -2.481  2.241
C  -2.628  2.580  -0.035
F  -5.895  -3.820  4.168
H  5.966  -3.462  4.465
H  0.442  1.945  -3.073
S  -2.640  -0.797  0.362
C  -5.473  -0.601  -3.314
C  -1.415  6.111  3.538
C  2.125  3.652  -1.190
C  -4.939  -1.782  1.346
H  1.519  2.144  0.218
H  3.081  3.195  -1.390
P  -1.176  2.882  1.057
H  0.287  6.354  -2.065
C  -2.363  3.837  -3.238
H  -1.285  5.299  -0.482
C  1.389  -1.485  4.928
C  0.633  -3.652  4.152
C  -0.334  4.833  -0.698
H  -3.326  3.940  -2.762
H  -0.543  5.105  -5.780
H  -6.748  0.888  -2.448
C  3.524  -2.728  2.260
H  -4.902  2.165  -1.475
H  3.502  -3.287  0.184
H  6.829  -4.648  2.494
H  -2.728  5.374  -4.680
S  0.747  -2.762  0.694
C  -0.236  2.708  -3.421
H  1.038  3.386  -4.995
P  -1.952  1.694  -1.514
C  5.917  -4.078  2.417
C  4.223  -2.745  3.465
H  -2.097  -0.640  -3.081
O  -0.736  1.621  1.725
C  0.260  -3.976  5.446
C  0.019  3.646  -0.058
C  -2.977  -2.407  2.583
F  -7.049  -2.477  2.098
H  -3.915  4.257  4.871
H  3.822  -2.252  4.338
H  -6.293  -1.153  -3.745
C  -5.141  -3.167  3.306
H  0.172  -3.320  7.483
C  -0.797  4.489  -4.932
H  -2.765  6.421  5.169
C  -3.111  4.541  4.208
H  -0.209  5.538  1.862
H  -3.116  3.509  -0.325
C  -2.027  4.642  -4.310
C  0.457  -3.066  6.473
C  -1.694  4.061  2.336
C  -4.171  -1.039  -3.500
C  -3.122  -0.325  -2.952
C  4.043  -3.330  1.120
H  -3.343  1.938  0.487
C  -4.687  1.272  -2.039
C  1.252  3.057  -0.297
H  -3.233  2.744  3.041
H  -0.896  7.047  3.679
C  -2.730  3.690  3.186
C  5.244  -4.008  1.208

net charge = +2
highest occupied orbital energy (alpha / beta) = -13.241 / -13.551 eV
2S+1 = 5
⟨S²⟩ = 6.038
LUMO (alpha / beta) = -4.68 / -9.17 eV
electronic energy = -4645.04501 hartree

These are the Löwdin partial charges, in e, on atoms 1 to 2: -0.051, 0.115

***

[5]
C43H32N12O3SSeSr | ωB97M-V with the def2-TZVPD basis set

CARTESIAN COORDINATES (ANGSTROEM)
H  -0.411  1.722  -3.789
C  -0.221  3.673  1.812
H  -4.178  1.466  3.444
H  2.085  -1.385  -5.015
N  0.260  -0.344  -2.619
N  -2.859  7.184  -2.650
C  -0.712  -1.942  -5.698
H  -4.917  -0.915  3.672
C  4.173  1.450  2.923
H  -2.317  5.484  -4.531
H  4.082  2.452  2.524
C  -1.695  -2.244  0.634
C  -3.456  -1.621  2.250
C  -1.474  5.551  0.317
H  4.264  -0.895  -3.906
C  2.195  -1.879  2.708
H  0.904  -3.857  3.901
H  1.295  -1.699  3.302
H  4.353  -2.167  4.262
C  -3.842  -2.997  2.323
H  -0.203  -2.335  -6.566
H  -1.396  3.312  -5.402
C  -0.631  4.847  2.434
N  1.324  -1.151  -4.402
H  -0.436  4.999  3.486
C  -2.754  -1.493  -4.452
C  -1.025  4.340  -0.226
C  -3.208  -3.912  1.564
N  2.669  -3.225  2.968
H  -2.599  -0.542  -2.538
C  -2.093  -3.595  0.709
C  5.216  1.085  3.748
H  5.983  1.793  4.024
C  -0.028  -1.362  -4.636
S  5.078  0.251  -1.905
C  -1.864  4.753  -3.876
C  3.212  -0.828  3.067
H  4.437  -2.990  1.855
H  3.983  1.301  0.000
H  0.896  -2.411  -1.326
N  2.599  0.488  -1.344
C  0.041  -2.752  -0.757
C  -4.111  -0.634  3.006
O  -4.185  -5.656  2.692
C  2.679  -0.176  -2.548
C  -1.183  4.062  -1.669
H  -2.666  -2.440  -6.378
H  3.088  -3.690  0.937
C  3.799  0.768  -0.919
C  -0.803  2.668  -3.443
H  -1.618  6.731  2.103
C  5.252  -0.219  4.229
H  -4.650  -3.304  2.972
Se  -3.286  8.517  -1.531
N  -3.733  -5.294  1.630
H  0.287  2.906  2.386
O  1.124  0.435  1.741
N  2.162  1.091  1.836
Sr  -0.060  0.909  -0.370
N  -2.598  7.661  -0.114
C  1.424  -0.552  -3.189
C  3.582  -3.663  1.924
C  -3.709  0.671  2.884
C  -1.333  -4.548  0.001
H  3.957  -4.661  2.146
N  -2.036  0.057  1.270
H  -3.832  -1.563  -4.411
O  -3.693  -5.948  0.607
H  0.943  -4.170  2.148
C  -2.067  -0.917  -3.404
C  -2.126  6.525  -0.546
C  1.547  -4.147  3.070
H  6.055  -0.524  4.887
H  1.914  -5.154  3.259
C  -1.773  5.015  -2.508
N  -0.717  2.892  -2.138
C  -1.275  5.800  1.674
C  -0.258  -4.117  -0.731
C  -1.362  3.563  -4.352
C  -2.414  -1.234  1.393
C  3.945  -0.399  -3.004
H  -1.595  -5.593  0.042
C  4.285  -1.157  3.885
C  -2.270  6.261  -1.943
C  3.177  0.516  2.608
H  -2.344  1.989  1.878
C  -0.679  -0.853  -3.507
N  -0.642  -1.833  -0.107
H  0.359  -4.812  -1.283
N  -0.419  3.410  0.526
C  -2.667  0.960  1.996
C  -2.086  -1.996  -5.581
H  1.886  -1.765  1.656

net charge = +2
highest occupied orbital energy = -13.073 eV
LUMO = -6.01 eV
electronic energy = -5370.55592 hartree

These are the Löwdin partial charges, in e, on atoms 1 to 2: 0.093, -0.143